No. 1
ORCA calculation (wB97M-V/def2-TZVPD) on a 10-piece molecular cluster, C40H45BF27O26 overall.

HOMO in eV: -7.80
Lowest unoccupied orbital energy in Ha: 0.0674
Maximum force in Eh/bohr: 0.0563
E_tot in eV: -169504.8956
HOMO-LUMO gap in eV: 9.63

ORCA input file:
```
! wB97M-V def2-TZVPD RIJCOSX def2/J DEFGRID3
* xyz -1 1
O 3.99 -0.57 2.04
C 3.30 -0.10 1.20
O 2.36 -0.69 0.49
B 1.73 0.26 -0.43
O 2.43 1.52 -0.21
C 3.36 1.37 0.73
O 4.09 2.20 1.15
O 0.27 0.41 -0.15
C -0.42 -0.12 -1.13
O -1.61 -0.19 -1.22
C 0.58 -0.60 -2.21
O 1.79 -0.29 -1.79
O 0.29 -1.11 -3.25
C -8.40 1.09 2.41
C -7.16 1.31 3.29
O -5.97 0.75 2.73
C -5.82 -0.54 2.90
O -6.46 -1.22 3.63
C -4.74 -1.24 2.05
F -3.63 -0.48 1.94
F -4.40 -2.39 2.58
F -5.24 -1.45 0.83
H -8.43 1.86 1.64
H -9.29 1.19 3.03
H -8.35 0.13 1.88
H -7.35 0.99 4.32
H -6.99 2.39 3.30
C -7.21 0.85 -1.11
C -6.34 -0.28 -1.60
O -6.57 -0.51 -2.99
C -5.97 0.28 -3.83
O -5.22 1.16 -3.55
C -6.41 0.05 -5.29
F -5.52 -0.68 -5.96
F -7.60 -0.56 -5.35
F -6.55 1.22 -5.91
H -7.08 1.78 -1.65
H -6.94 1.03 -0.07
H -8.27 0.60 -1.08
H -6.44 -1.21 -1.06
H -5.31 0.00 -1.40
C 0.64 -1.15 3.24
C 0.35 -2.42 4.01
O 1.00 -2.31 5.30
C 0.75 -3.22 6.20
O 0.11 -4.20 6.02
C 1.46 -2.94 7.54
F 2.43 -2.05 7.39
F 0.63 -2.49 8.48
F 1.97 -4.09 7.96
H 0.29 -0.29 3.81
H 0.12 -1.04 2.29
H 1.70 -1.07 3.03
H 0.81 -3.28 3.52
H -0.72 -2.56 4.11
C 4.70 1.87 -3.59
C 4.94 1.03 -2.36
O 6.22 0.40 -2.48
C 6.70 -0.19 -1.40
O 6.17 -0.18 -0.35
C 8.05 -0.88 -1.69
F 8.14 -1.19 -3.00
F 9.04 -0.01 -1.44
F 8.19 -1.97 -0.97
H 5.68 2.24 -3.92
H 4.10 2.75 -3.35
H 4.25 1.31 -4.40
H 4.17 0.26 -2.25
H 4.87 1.65 -1.46
C -1.49 2.99 0.06
C -2.97 2.77 -0.12
O -3.52 3.63 0.91
C -4.74 3.57 1.37
O -5.66 2.94 0.96
C -4.86 4.43 2.65
F -6.00 5.12 2.60
F -4.97 3.62 3.73
F -3.81 5.21 2.82
H -0.86 2.52 -0.70
H -1.11 2.59 1.00
H -1.29 4.07 0.09
H -3.33 1.76 0.05
H -3.26 3.06 -1.13
C 4.06 5.57 -1.53
C 4.89 4.73 -0.60
O 6.20 4.59 -1.19
C 7.01 3.68 -0.75
O 6.77 2.85 0.05
C 8.30 3.63 -1.62
F 9.37 3.71 -0.80
F 8.29 2.45 -2.23
F 8.34 4.57 -2.56
H 3.82 5.06 -2.46
H 4.56 6.51 -1.76
H 3.17 5.92 -1.01
H 4.45 3.75 -0.48
H 4.98 5.18 0.39
C -5.85 -3.83 -2.10
C -5.85 -5.16 -1.39
O -4.60 -5.44 -0.74
C -3.79 -6.23 -1.37
O -3.93 -6.62 -2.47
C -2.55 -6.64 -0.55
F -2.36 -5.82 0.47
F -2.77 -7.89 -0.07
F -1.48 -6.69 -1.31
H -5.25 -3.89 -3.02
H -5.45 -2.97 -1.58
H -6.85 -3.66 -2.52
H -6.26 -5.97 -1.98
H -6.54 -5.08 -0.54
C -0.20 -0.16 -6.50
C 1.17 0.00 -5.92
O 2.13 0.56 -6.88
C 2.04 1.83 -7.19
O 1.22 2.59 -6.78
C 3.14 2.32 -8.14
F 2.65 3.22 -8.96
F 4.15 2.90 -7.47
F 3.66 1.32 -8.85
H -0.17 -0.65 -7.47
H -0.73 0.79 -6.59
H -0.78 -0.76 -5.80
H 1.63 -0.92 -5.59
H 1.14 0.73 -5.12
C 4.23 -3.13 4.54
C 5.57 -3.01 5.24
O 5.39 -2.64 6.61
C 5.46 -1.38 6.94
O 5.64 -0.50 6.19
C 5.21 -1.15 8.45
F 6.25 -0.35 8.89
F 4.07 -0.45 8.68
F 5.18 -2.28 9.15
H 4.31 -3.61 3.57
H 3.79 -2.16 4.32
H 3.49 -3.69 5.12
H 6.15 -2.29 4.65
H 6.12 -3.94 5.22
*
```

Atomic partial charges in e from the Mulliken method, atoms 1 to 5: atom 1 (O): -0.66, atom 2 (C): 0.65, atom 3 (O): -0.86, atom 4 (B): 2.02, atom 5 (O): -0.58

=====

No. 2
ORCA calculation (wB97M-V/def2-TZVPD) on a 3-piece molecular cluster, C40H45BrF9N2O3S overall.

HOMO in eV: -10.75
Lowest unoccupied orbital energy in Ha: -0.1352
Maximum force in Eh/bohr: 0.0471
E_tot in eV: -156660.2116
HOMO-LUMO gap in eV: 7.07

ORCA input file:
```
! wB97M-V def2-TZVPD RIJCOSX def2/J DEFGRID3
* xyz 1 1
C -3.06 -3.63 3.36
C -2.89 -2.39 4.26
C -1.42 -2.02 4.53
C -1.03 -0.65 3.96
O 0.22 -0.65 3.27
C 0.31 -0.12 1.99
C -0.18 1.38 2.07
Br 0.70 2.20 3.67
C 0.14 2.35 0.93
C -0.09 3.84 1.25
N 1.77 0.02 1.80
C 2.19 -0.20 0.61
C 3.65 -0.03 0.35
C 4.08 0.39 -1.07
C 4.90 -0.76 -1.73
C 4.63 -0.97 -3.19
O 4.85 -2.06 -3.71
O 4.15 0.06 -3.92
C 1.03 -0.66 -0.31
C 1.71 -1.72 -1.22
N 0.79 0.51 -1.19
C 0.21 0.41 -2.27
S -0.07 0.33 -3.79
C -0.03 -1.07 0.77
C -0.02 -2.56 1.26
C 1.23 -3.43 1.17
C 1.27 -4.28 0.09
C 2.28 -5.14 -0.16
C 3.35 -5.20 0.69
C 3.33 -4.41 1.80
C 2.30 -3.54 2.05
C 2.39 -2.78 3.36
C -1.51 -0.85 0.40
F -1.77 0.45 0.08
F -2.27 -1.10 1.47
C -2.11 -1.68 -0.79
F -2.81 -2.70 -0.23
F -1.23 -2.25 -1.60
C -3.24 -0.94 -1.59
F -4.19 -0.51 -0.78
F -2.80 0.01 -2.41
F -3.79 -1.89 -2.37
H -2.31 -4.39 3.55
H -4.02 -4.09 3.59
H -3.10 -3.38 2.30
H -3.43 -2.58 5.18
H -3.41 -1.57 3.77
H -0.75 -2.81 4.20
H -1.33 -1.99 5.61
H -0.89 -0.01 4.83
H -1.88 -0.21 3.44
H -1.24 1.48 2.29
H -0.43 2.17 0.02
H 1.19 2.29 0.65
H -0.93 3.99 1.93
H 0.81 4.34 1.57
H -0.39 4.32 0.32
H 2.43 0.27 2.52
H 3.99 0.75 1.03
H 4.15 -0.93 0.70
H 4.73 1.25 -1.06
H 3.23 0.60 -1.71
H 5.97 -0.59 -1.60
H 4.71 -1.71 -1.26
H 4.17 -0.25 -4.83
H 2.44 -2.26 -0.63
H 2.28 -1.27 -2.02
H 1.05 -2.47 -1.63
H -0.75 -3.14 0.71
H -0.40 -2.63 2.27
H 0.44 -4.27 -0.61
H 2.25 -5.79 -1.02
H 4.20 -5.84 0.55
H 4.14 -4.47 2.51
H 2.81 -1.79 3.29
H 3.05 -3.34 4.02
H 1.42 -2.79 3.84
F -8.47 3.52 -4.40
C -7.76 2.56 -3.76
C -8.31 1.95 -2.65
C -7.58 0.96 -2.00
C -6.32 0.61 -2.46
C -5.79 1.24 -3.58
C -6.51 2.22 -4.24
H -9.29 2.24 -2.31
H -8.00 0.47 -1.14
H -5.76 -0.15 -1.96
H -4.80 0.97 -3.94
H -6.12 2.72 -5.12
F 3.53 5.75 0.61
C 3.16 5.88 -0.68
C 2.70 4.77 -1.36
C 2.32 4.90 -2.69
C 2.41 6.13 -3.32
C 2.88 7.24 -2.62
C 3.26 7.12 -1.29
H 2.65 3.82 -0.85
H 1.95 4.04 -3.23
H 2.11 6.23 -4.36
H 2.96 8.20 -3.11
H 3.62 7.97 -0.73
*
```

Atomic partial charges in e from the Mulliken method, atoms 1 to 5: atom 1 (C): -1.02, atom 2 (C): -0.61, atom 3 (C): -0.59, atom 4 (C): -0.83, atom 5 (O): -0.27

=====

No. 3
ORCA calculation (wB97M-V/def2-TZVPD) on C40H45CdF3N3O2S as an isolated structure.

HOMO in eV: -4.43
Energy above the lowest of the compared OMol25 structures with the same formula, charge and spin in eV: 0.605
Lowest unoccupied orbital energy in Ha: 0.0788
Maximum force in Eh/bohr: 0.0431
E_tot in eV: -74329.5381
HOMO-LUMO gap in eV: 6.57

ORCA input file:
```
! wB97M-V def2-TZVPD RIJCOSX def2/J DEFGRID3
* xyz -1 1
Cd 0.23 0.12 0.12
C -3.13 1.11 -1.27
O -2.05 1.47 -0.35
C -2.41 2.07 0.81
C -3.72 2.37 1.13
C -3.98 3.00 2.37
C -2.94 3.30 3.22
C -1.65 3.01 2.86
C -1.35 2.44 1.64
N -0.03 2.18 1.16
N 0.80 2.61 2.01
C 2.17 2.52 1.80
C 2.75 2.19 0.53
O 2.11 1.83 -0.46
C 4.21 2.37 0.42
C 4.96 2.55 1.52
C 4.37 2.86 2.79
C 5.20 3.24 3.87
C 4.62 3.56 5.07
C 3.23 3.60 5.23
C 2.43 3.31 4.15
C 2.98 2.85 2.93
H -3.53 2.02 -1.67
H -3.81 0.52 -0.72
H -2.61 0.51 -2.00
H -4.51 2.20 0.43
H -4.99 3.19 2.64
H -3.13 3.86 4.15
H -0.81 3.27 3.46
H 4.61 2.27 -0.57
H 6.02 2.62 1.45
H 6.27 3.26 3.66
H 5.23 3.74 5.96
H 2.80 3.94 6.19
H 1.36 3.33 4.22
C -0.01 -1.43 -1.56
C -1.34 -2.08 -1.68
C -1.88 -1.69 -2.90
C -0.90 -0.87 -3.54
C 0.25 -0.75 -2.79
C 1.52 -0.17 -3.33
C 1.36 1.39 -3.50
C 2.74 -0.47 -2.46
C 1.76 -0.74 -4.76
C -3.17 -2.10 -3.71
C -3.33 -1.29 -4.96
C -4.48 -1.82 -2.96
C -3.00 -3.54 -4.17
C -1.93 -2.96 -0.59
C -0.75 -3.51 0.25
C -2.85 -2.14 0.30
C -2.75 -4.24 -1.01
H 0.76 -2.04 -1.13
H -1.00 -0.49 -4.53
H 1.31 1.90 -2.54
H 0.45 1.64 -4.08
H 2.27 1.75 -4.00
H 2.70 0.05 -1.52
H 3.62 -0.11 -2.99
H 2.89 -1.56 -2.41
H 0.94 -0.47 -5.45
H 1.82 -1.83 -4.63
H 2.75 -0.40 -5.09
H -3.56 -0.23 -4.80
H -4.12 -1.74 -5.53
H -2.49 -1.33 -5.63
H -4.59 -0.79 -2.71
H -4.61 -2.41 -2.10
H -5.35 -2.12 -3.58
H -2.19 -3.66 -4.89
H -3.94 -3.89 -4.64
H -2.73 -4.13 -3.31
H -0.13 -2.71 0.67
H -0.15 -4.17 -0.40
H -1.11 -4.07 1.11
H -2.37 -1.25 0.68
H -3.11 -2.72 1.18
H -3.77 -1.90 -0.25
H -2.09 -4.89 -1.59
H -3.70 -4.03 -1.46
H -2.96 -4.74 -0.07
F 2.03 -0.53 6.36
C 1.20 -0.78 5.32
F 0.17 0.05 5.51
F 0.72 -2.05 5.48
C 1.91 -0.63 4.01
C 3.28 -0.47 3.97
C 3.94 -0.41 2.76
C 3.22 -0.55 1.64
N 1.88 -0.68 1.62
C 1.22 -0.72 2.80
S -0.52 -0.71 2.62
H 3.87 -0.21 4.84
H 5.03 -0.29 2.75
H 3.60 -0.60 0.65
*
```

Atomic partial charges in e from the Mulliken method, atoms 1 to 5: atom 1 (Cd): 2.92, atom 2 (C): -1.03, atom 3 (O): -0.39, atom 4 (C): 0.84, atom 5 (C): -0.93

=====

No. 4
ORCA calculation (wB97M-V/def2-TZVPD) on C40H45GeNPSSeV as an isolated structure.

HOMO (spin up / spin down) in eV: -13.62 / -13.66
Energy above the lowest of the compared OMol25 structures with the same formula, charge and spin in eV: 0.000
Lowest unoccupied orbital energy (spin up / spin down) in Ha: -0.2464 / -0.2278
<S²>: 2.04
Maximum force in Eh/bohr: 0.0077
E_tot in eV: -211361.8237
HOMO-LUMO gap (spin up / spin down) in eV: 6.91 / 7.46

ORCA input file:
```
! wB97M-V def2-TZVPD RIJCOSX def2/J DEFGRID3
* xyz 2 3
V -0.18 -1.13 0.46
C 3.75 -1.78 -5.59
C 3.01 -0.75 -4.72
C 1.52 -0.85 -5.02
C 3.49 0.67 -5.08
C 3.32 -1.01 -3.25
C 4.67 -1.08 -2.83
C 5.03 -1.32 -1.53
C 4.01 -1.47 -0.59
S 4.13 -1.74 1.12
C 2.44 -1.70 1.25
N 1.80 -1.53 0.10
C 2.68 -1.39 -0.97
C 2.32 -1.16 -2.30
C 1.67 -1.78 2.50
C 2.24 -2.08 3.73
C 1.42 -2.14 4.85
C 0.06 -1.91 4.74
C -0.51 -1.60 3.51
C 0.29 -1.54 2.37
H 3.52 -1.61 -6.64
H 3.43 -2.80 -5.33
H 4.83 -1.72 -5.47
H 1.35 -0.67 -6.09
H 0.94 -0.10 -4.47
H 1.12 -1.84 -4.79
H 3.30 0.87 -6.13
H 4.56 0.78 -4.91
H 2.97 1.42 -4.48
H 5.45 -0.95 -3.56
H 6.07 -1.38 -1.24
H 1.28 -1.12 -2.58
H 3.30 -2.26 3.82
H 1.86 -2.38 5.81
H -0.57 -1.96 5.62
H -1.57 -1.41 3.45
C -4.10 -3.70 3.47
Ge -5.00 -2.52 2.21
C -5.09 -0.69 2.88
C -6.74 -3.18 1.65
C -3.86 -2.53 0.56
Se -2.62 -1.04 0.40
C -3.73 0.47 -0.10
H -4.62 -3.68 4.43
H -3.07 -3.39 3.63
H -4.11 -4.72 3.10
H -5.59 -0.69 3.85
H -5.67 -0.05 2.21
H -4.10 -0.26 3.02
H -7.40 -3.25 2.51
H -6.65 -4.17 1.21
H -7.20 -2.51 0.92
H -4.45 -2.53 -0.36
H -3.23 -3.42 0.55
H -4.62 0.05 -0.56
H -3.18 1.08 -0.81
H -3.96 1.03 0.80
C 4.28 2.28 2.09
C 3.16 2.35 2.89
C 1.90 2.09 2.36
C 1.78 1.75 1.01
C 2.92 1.67 0.21
C 4.16 1.94 0.75
P 0.16 1.32 0.33
C 0.11 1.89 -1.38
C -0.71 1.19 -2.28
C -0.87 1.65 -3.58
C -0.21 2.80 -3.99
C 0.61 3.49 -3.11
C 0.77 3.04 -1.81
C -1.11 2.26 1.22
C -1.53 1.80 2.46
C -2.52 2.48 3.16
C -3.09 3.62 2.60
C -2.68 4.08 1.36
C -1.69 3.40 0.66
H 5.26 2.49 2.51
H 3.25 2.62 3.94
H 1.03 2.17 2.99
H 2.83 1.41 -0.84
H 5.04 1.89 0.12
H -1.22 0.29 -1.96
H -1.51 1.11 -4.27
H -0.34 3.16 -5.00
H 1.12 4.38 -3.44
H 1.40 3.59 -1.12
H -1.09 0.91 2.89
H -2.84 2.13 4.13
H -3.87 4.15 3.14
H -3.13 4.96 0.93
H -1.37 3.76 -0.31
*
```

Atomic partial charges in e from the Mulliken method, atoms 1 to 5: atom 1 (V): -0.99, atom 2 (C): -1.75, atom 3 (C): 2.08, atom 4 (C): -2.05, atom 5 (C): -1.61

=====

Q: The lowest E_tot belongs to which entry?
A: C40H45GeNPSSeV

=====

Q: Which value of E_tot does entry 1 give?
A: -169504.8956 eV